No. 1
Molecular formula: C8H12NO3
Method: DFT, the ωB97M-V functional and the def2-TZVPD basis

Results
Kohn-Sham gap (alpha / beta) in Eh: 0.3184 / 0.3184
Charge: +1
Lowest unoccupied orbital energy (alpha / beta) in eV: -5.04 / -5.04
ΔE to the lowest compared entry with this formula, charge and spin in eV: 2.333

CARTESIAN COORDINATES (ANGSTROEM)
C -1.735 1.944 -0.550
C -2.409 -0.201 -0.496
C 1.772 -1.138 0.893
C 2.459 -0.600 -0.365
C 1.286 0.121 1.602
C 1.720 0.701 -0.726
C 0.794 1.020 0.466
C -3.362 -1.292 -0.700
N -0.585 0.798 0.152
O -1.529 3.077 -0.646
O -2.693 1.079 -0.803
O -1.236 -0.357 0.003
H 0.930 -1.781 0.632
H 2.454 -1.715 1.513
H 3.501 -0.378 -0.147
H 2.431 -1.317 -1.181
H 0.522 -0.065 2.354
H 2.125 0.625 2.080
H 2.417 1.526 -0.863
H 1.148 0.603 -1.649
H 0.808 2.082 0.725
H -3.265 -1.711 -1.706
H -3.173 -2.096 0.012
H -4.382 -0.925 -0.598

***

No. 2
Molecular formula: C16H31EuNP2S
Method: DFT, the ωB97M-V functional and the def2-TZVPD basis

Results
Kohn-Sham gap (alpha / beta) in Eh: 0.2435 / 0.2467
⟨S²⟩: 15.761
Lowest unoccupied orbital energy (alpha / beta) in eV: -0.12 / -0.08
ΔE to the lowest compared entry with this formula, charge and spin in eV: 0.000
Spin multiplicity: 8

CARTESIAN COORDINATES (ANGSTROEM)
P -0.061 -1.428 -2.196
P 0.201 1.741 -2.034
C -0.299 -0.458 -3.769
C 0.353 0.924 -3.707
H -1.386 -0.380 -3.924
H 0.123 -1.056 -4.587
H 1.431 0.867 -3.919
H -0.104 1.609 -4.433
C -1.496 2.443 -2.227
H -1.686 3.135 -1.395
H -2.243 1.638 -2.199
H -1.568 2.985 -3.180
C 1.201 3.233 -2.390
H 0.803 3.768 -3.265
H 2.234 2.916 -2.583
H 1.179 3.888 -1.510
C -1.055 -2.916 -2.564
H -0.955 -3.609 -1.718
H -0.724 -3.407 -3.490
H -2.107 -2.614 -2.657
C 1.647 -2.051 -2.492
H 2.364 -1.222 -2.414
H 1.723 -2.514 -3.485
H 1.881 -2.796 -1.720
Eu 0.526 -0.062 4.577
C 0.571 1.641 1.895
C -0.759 1.543 1.735
C -1.456 0.757 0.680
C -1.920 -0.650 1.117
C -0.855 -1.591 1.579
C 0.475 -1.482 1.424
C 1.199 -0.499 0.568
C 1.635 0.846 1.202
C 0.332 -2.465 5.074
H 0.958 2.409 2.588
H -1.419 2.091 2.420
H -0.793 0.652 -0.190
H -2.333 1.315 0.306
H -2.651 -0.525 1.932
H -2.488 -1.096 0.278
H -1.250 -2.452 2.135
H 1.118 -2.226 1.911
H 0.560 -0.247 -0.298
H 2.094 -0.980 0.137
H 2.468 0.652 1.899
H 2.076 1.454 0.386
H 1.199 -2.773 5.690
H 0.264 -3.061 4.153
H -0.604 -2.518 5.659
S -0.354 2.661 5.429
C -0.142 1.471 6.502
N 0.094 0.439 7.071